Model 1:
This record from the OMol25 dataset describes 2 unconnected molecules or ions with the total composition C2H6O. The level of theory is wB97M-V/def2-TZVPD.

## Properties
Charge ... 0
HOMO level ... -9.884 eV
LUMO energy ... 0.84 eV

Structure (XYZ):
```
9
Properties=species:S:1:pos:R:3:lowdin_charge:R:1
C -0.458 -0.706 -0.182 -0.079
C 0.077 -1.813 -0.727 -0.085
H -1.391 -0.696 0.393 0.056
H 0.099 0.234 -0.266 0.019
H -0.482 -2.745 -0.584 0.040
H 0.956 -1.841 -1.380 0.046
O 0.178 2.214 1.043 -0.094
H 0.076 3.165 1.274 0.052
H 0.946 2.189 0.429 0.046
```

Model 2:
This record from the OMol25 dataset describes 2 unconnected molecules or ions with the total composition C2H6O. The level of theory is wB97M-V/def2-TZVPD.

## Properties
Charge ... 0
HOMO level ... -9.341 eV
LUMO energy ... 0.71 eV

Structure (XYZ):
```
9
Properties=species:S:1:pos:R:3:lowdin_charge:R:1
C 0.000 0.000 0.000 -0.076
C -1.316 -0.293 0.283 -0.077
H 0.629 -0.868 -0.227 0.036
H 0.447 0.995 -0.108 0.031
H -1.407 -1.384 0.344 -0.032
H -2.200 0.306 0.529 0.053
O -2.225 -2.634 0.800 -0.096
H -2.508 -2.817 -0.124 0.081
H -2.075 -3.524 1.194 0.079
```

Least stable: model 2

Model 1:
This record from the OMol25 dataset describes a single C23H27ClN4O molecule. The level of theory is wB97M-V/def2-TZVPD.

## Properties
Charge ... 0
HOMO level ... -8.293 eV
LUMO energy ... 0.44 eV

Structure (XYZ):
```
56
Properties=species:S:1:pos:R:3:lowdin_charge:R:1
C 2.222 -0.371 4.046 0.049
C 2.295 0.806 3.437 -0.357
C 2.079 2.104 4.164 -0.069
C 2.626 0.902 1.964 -0.131
N 1.512 0.691 1.062 0.096
C 0.217 0.961 1.275 -0.410
O -0.211 1.553 2.254 0.065
C -0.793 0.520 0.189 -0.158
C -0.901 1.481 -0.980 -0.066
C -2.125 2.025 -1.295 -0.014
C -2.293 2.905 -2.377 -0.056
C -1.227 3.242 -3.155 -0.038
N -0.008 2.708 -2.868 -0.006
C 1.202 2.867 -3.495 -0.047
C 2.073 2.078 -2.782 -0.131
N 1.476 1.449 -1.759 0.105
C 0.195 1.832 -1.796 -0.217
N -0.725 -0.880 -0.188 -0.058
C -1.972 -1.492 -0.635 -0.156
C -3.116 -1.422 0.374 -0.425
C -2.699 -1.950 1.743 -0.060
C -4.328 -2.178 -0.165 -0.080
C 0.442 -1.526 -0.687 -0.260
C 0.778 -1.469 -2.037 -0.021
C 1.903 -2.128 -2.511 -0.097
C 2.694 -2.849 -1.630 -0.678
Cl 4.103 -3.666 -2.217 0.663
C 2.368 -2.924 -0.284 -0.099
C 1.239 -2.266 0.182 -0.011
H 2.386 -1.295 3.503 0.057
H 1.988 -0.446 5.100 0.061
H 1.274 2.669 3.694 0.069
H 1.811 1.936 5.206 0.076
H 2.987 2.712 4.139 0.079
H 3.077 1.878 1.759 0.124
H 3.385 0.156 1.721 0.122
H 1.743 0.417 0.117 0.096
H -1.714 0.635 0.759 0.125
H -2.983 1.776 -0.683 0.115
H -3.267 3.321 -2.589 0.106
H -1.274 3.911 -4.001 0.127
H 1.339 3.497 -4.355 0.113
H 3.126 1.948 -2.983 0.106
H -2.297 -1.043 -1.588 0.124
H -1.782 -2.545 -0.852 0.136
H -3.425 -0.378 0.492 0.117
H -2.374 -2.992 1.680 0.085
H -1.873 -1.371 2.160 0.071
H -3.527 -1.898 2.452 0.079
H -4.106 -3.240 -0.299 0.082
H -5.171 -2.101 0.522 0.077
H -4.651 -1.780 -1.130 0.076
H 0.163 -0.892 -2.716 0.119
H 2.171 -2.074 -3.558 0.105
H 2.992 -3.493 0.392 0.104
H 0.973 -2.310 1.230 0.117
```

Model 2:
This record from the OMol25 dataset describes a single C23H27ClN4O molecule. The level of theory is wB97M-V/def2-TZVPD.

## Properties
Charge ... 0
HOMO level ... -8.372 eV
LUMO energy ... 0.44 eV

Structure (XYZ):
```
56
Properties=species:S:1:pos:R:3:lowdin_charge:R:1
C 0.329 3.493 -3.748 0.054
C -0.576 2.829 -3.045 -0.350
C -1.493 3.499 -2.062 -0.060
C -0.762 1.343 -3.224 -0.137
N -0.520 0.607 -1.992 0.096
C 0.442 -0.332 -1.911 -0.424
O 1.088 -0.736 -2.866 0.059
C 0.718 -0.965 -0.533 -0.146
C 1.721 -0.178 0.286 -0.081
C 2.863 -0.778 0.727 -0.012
C 3.804 -0.097 1.545 -0.054
C 3.578 1.183 1.909 -0.040
N 2.441 1.805 1.472 0.002
C 1.977 3.079 1.715 -0.042
C 0.794 3.161 1.038 -0.114
N 0.506 2.003 0.388 0.122
C 1.505 1.181 0.660 -0.232
N -0.473 -1.433 0.213 -0.038
C -0.248 -2.747 0.831 -0.171
C -0.235 -3.905 -0.167 -0.423
C -1.492 -3.914 -1.027 -0.066
C -0.083 -5.215 0.601 -0.081
C -1.095 -0.499 1.110 -0.255
C -0.582 -0.243 2.380 -0.025
C -1.162 0.712 3.197 -0.097
C -2.273 1.404 2.744 -0.674
Cl -2.987 2.627 3.754 0.655
C -2.833 1.126 1.511 -0.099
C -2.245 0.163 0.704 -0.023
H 0.983 2.984 -4.446 0.064
H 0.448 4.565 -3.645 0.060
H -1.313 3.131 -1.048 0.049
H -1.348 4.579 -2.060 0.077
H -2.539 3.293 -2.306 0.083
H -1.786 1.149 -3.564 0.125
H -0.078 0.952 -3.973 0.114
H -0.770 1.057 -1.123 0.076
H 1.235 -1.870 -0.837 0.125
H 3.065 -1.803 0.442 0.120
H 4.702 -0.594 1.879 0.106
H 4.239 1.770 2.530 0.128
H 2.522 3.778 2.324 0.114
H 0.129 4.009 0.986 0.107
H 0.680 -2.767 1.425 0.121
H -1.073 -2.918 1.527 0.135
H 0.634 -3.807 -0.826 0.128
H -2.382 -3.992 -0.396 0.084
H -1.578 -2.999 -1.612 0.071
H -1.487 -4.765 -1.710 0.078
H -0.946 -5.380 1.251 0.082
H -0.013 -6.062 -0.082 0.078
H 0.813 -5.212 1.227 0.076
H 0.301 -0.769 2.722 0.121
H -0.753 0.929 4.174 0.107
H -3.721 1.654 1.189 0.106
H -2.673 -0.086 -0.259 0.119
```

Model 3:
This record from the OMol25 dataset describes a single C23H27ClN4O molecule. The level of theory is wB97M-V/def2-TZVPD.

## Properties
Charge ... 0
HOMO level ... -8.379 eV
LUMO energy ... 0.39 eV

Structure (XYZ):
```
56
Properties=species:S:1:pos:R:3:lowdin_charge:R:1
C -3.126 -0.018 -3.934 0.047
C -1.813 -0.048 -3.746 -0.358
C -0.957 -1.216 -4.139 -0.056
C -1.090 1.115 -3.120 -0.149
N -0.559 0.737 -1.818 0.089
C 0.444 1.457 -1.265 -0.425
O 1.074 2.315 -1.861 0.064
C 0.836 1.115 0.188 -0.150
C -0.090 1.696 1.244 -0.076
C 0.426 2.509 2.211 -0.012
C -0.371 3.017 3.275 -0.054
C -1.678 2.687 3.355 -0.038
N -2.217 1.878 2.391 0.001
C -3.499 1.397 2.250 -0.044
C -3.480 0.648 1.108 -0.108
N -2.245 0.643 0.538 0.113
C -1.482 1.386 1.323 -0.235
N 1.189 -0.300 0.375 -0.050
C 2.534 -0.483 0.917 -0.167
C 3.622 -0.247 -0.131 -0.419
C 3.470 -1.214 -1.299 -0.065
C 4.995 -0.371 0.521 -0.080
C 0.205 -1.193 0.896 -0.254
C -0.079 -1.257 2.259 -0.020
C -1.065 -2.104 2.739 -0.097
C -1.762 -2.900 1.844 -0.673
Cl -3.016 -3.951 2.437 0.653
C -1.472 -2.880 0.491 -0.094
C -0.482 -2.028 0.026 -0.012
H -3.716 0.843 -3.642 0.060
H -3.651 -0.850 -4.388 0.059
H -0.365 -1.565 -3.290 0.057
H -1.557 -2.044 -4.514 0.076
H -0.246 -0.922 -4.915 0.085
H -0.249 1.428 -3.739 0.126
H -1.766 1.971 -3.030 0.125
H -1.231 0.350 -1.156 0.094
H 1.765 1.672 0.296 0.129
H 1.475 2.772 2.171 0.119
H 0.061 3.660 4.027 0.106
H -2.346 3.019 4.136 0.128
H -4.278 1.631 2.953 0.115
H -4.303 0.108 0.669 0.108
H 2.716 0.167 1.788 0.124
H 2.614 -1.514 1.273 0.136
H 3.515 0.773 -0.519 0.131
H 3.569 -2.248 -0.955 0.083
H 2.492 -1.106 -1.770 0.066
H 4.237 -1.036 -2.053 0.078
H 5.148 -1.382 0.908 0.082
H 5.789 -0.168 -0.199 0.078
H 5.109 0.327 1.353 0.075
H 0.467 -0.624 2.948 0.123
H -1.298 -2.147 3.794 0.105
H -2.016 -3.522 -0.189 0.106
H -0.246 -1.985 -1.029 0.100
```

Least stable: model 1

Model 1:
This record from the OMol25 dataset describes a molecular structure, C17H23N6O5ReS. The level of theory is wB97M-V/def2-TZVPD.

## Properties
Charge ... +3
Spin multiplicity ... 4
HOMO level (alpha / beta) ... -17.110 / -17.110 eV
LUMO energy (alpha / beta) ... -11.66 / -12.23 eV

Structure (XYZ):
```
53
Properties=species:S:1:pos:R:3:lowdin_charge:R:1
Re -0.424 -1.157 1.898 1.455
C -1.287 -4.820 1.358 0.047
C -1.928 -3.673 0.655 -0.263
N -1.615 -2.365 0.752 -0.044
C -2.452 -1.645 -0.112 -0.109
C -3.253 -2.519 -0.742 0.000
N -2.911 -3.756 -0.236 0.237
C -4.374 -2.457 -1.750 -0.437
O -4.713 -1.278 -2.228 0.213
O -4.887 -3.497 -2.022 0.201
C -2.126 -0.234 -0.264 -0.478
O -2.689 0.557 -0.935 0.210
O -1.006 0.062 0.494 -0.242
H -0.447 -4.488 1.966 0.079
H -0.913 -5.543 0.632 0.119
H -2.006 -5.343 1.991 0.115
H -3.365 -4.605 -0.572 0.212
H -4.147 -0.544 -1.943 0.110
C 1.011 2.054 3.089 -0.112
C 1.976 2.810 2.170 -0.197
C 2.843 1.933 1.270 -0.138
N 2.144 1.359 0.080 0.102
C 1.659 0.165 -0.098 -0.644
S 1.775 -1.038 1.232 0.758
N 1.082 -0.276 -1.206 0.120
C 0.459 0.498 -2.330 -0.314
O -0.629 0.096 -2.618 0.165
C 1.217 1.595 -2.917 -0.184
C 0.498 2.617 -3.539 0.014
C 1.180 3.627 -4.180 -0.020
C 2.570 3.586 -4.258 -0.007
C 3.289 2.547 -3.667 -0.034
C 2.618 1.548 -2.998 -0.044
H 0.492 2.745 3.756 0.095
H 1.580 1.344 3.711 0.074
H 0.237 1.537 2.505 0.024
H 2.661 3.381 2.798 0.134
H 1.428 3.532 1.562 0.128
H 3.287 1.121 1.839 0.103
H 3.657 2.524 0.858 0.142
H 2.042 1.987 -0.721 0.154
H 0.686 -1.202 -1.164 0.128
H -0.584 2.598 -3.526 0.135
H 0.635 4.446 -4.626 0.128
H 3.101 4.368 -4.786 0.130
H 4.368 2.519 -3.740 0.125
H 3.172 0.701 -2.599 0.127
N -1.640 -1.179 3.768 -0.026
N -0.229 -1.317 4.034 -0.075
H -2.052 -0.341 4.181 0.153
H -2.171 -1.990 4.082 0.147
H 0.023 -2.112 4.623 0.156
H 0.156 -0.481 4.475 0.127
```

Model 2:
This record from the OMol25 dataset describes a molecular structure, C17H23N6O5ReS. The level of theory is wB97M-V/def2-TZVPD.

## Properties
Charge ... +3
Spin multiplicity ... 4
HOMO level (alpha / beta) ... -17.188 / -17.187 eV
LUMO energy (alpha / beta) ... -11.43 / -12.13 eV

Structure (XYZ):
```
53
Properties=species:S:1:pos:R:3:lowdin_charge:R:1
Re 0.035 -0.002 0.264 1.435
C -0.995 -3.596 -0.309 0.044
C -1.554 -2.428 -1.024 -0.268
N -1.201 -1.136 -0.877 -0.047
C -1.968 -0.386 -1.772 -0.110
C -2.776 -1.228 -2.461 0.001
N -2.501 -2.479 -1.965 0.238
C -3.830 -1.127 -3.543 -0.438
O -4.083 0.056 -4.055 0.213
O -4.359 -2.149 -3.860 0.199
C -1.660 1.046 -1.838 -0.456
O -2.214 1.888 -2.459 0.215
O -0.585 1.305 -0.990 -0.250
H -0.178 -3.297 0.346 0.078
H -0.604 -4.321 -1.025 0.121
H -1.767 -4.097 0.280 0.117
H -2.978 -3.305 -2.328 0.212
H -3.526 0.776 -3.713 0.113
C 1.284 3.021 1.296 -0.113
C 2.165 3.859 0.373 -0.191
C 3.140 3.063 -0.483 -0.145
N 2.526 2.434 -1.670 0.095
C 2.151 1.199 -1.839 -0.631
S 2.216 0.055 -0.447 0.749
N 1.692 0.688 -2.969 0.129
C 0.993 1.382 -4.094 -0.324
O -0.064 0.893 -4.356 0.164
C 1.647 2.547 -4.674 -0.182
C 0.844 3.506 -5.302 0.020
C 1.443 4.588 -5.925 -0.017
C 2.828 4.702 -5.934 -0.010
C 3.631 3.739 -5.328 -0.029
C 3.045 2.662 -4.686 -0.045
H 0.679 3.661 1.937 0.098
H 1.911 2.393 1.934 0.074
H 0.575 2.409 0.709 0.005
H 2.771 4.520 0.997 0.136
H 1.552 4.509 -0.253 0.131
H 3.647 2.289 0.094 0.109
H 3.914 3.717 -0.883 0.146
H 2.467 3.021 -2.504 0.148
H 1.399 -0.280 -2.932 0.137
H -0.232 3.389 -5.298 0.133
H 0.834 5.333 -6.417 0.129
H 3.291 5.538 -6.441 0.130
H 4.708 3.818 -5.383 0.125
H 3.667 1.888 -4.252 0.126
N -1.117 -0.155 2.156 -0.032
N 0.294 -0.389 2.381 -0.068
H -1.468 0.657 2.670 0.153
H -1.677 -0.972 2.403 0.147
H 0.494 -1.264 2.872 0.154
H 0.717 0.379 2.910 0.137
```

Least stable: model 1

Model 1:
This record from the OMol25 dataset describes 2 unconnected molecules or ions with the total composition C3H8NO. The level of theory is wB97M-V/def2-TZVPD.

## Properties
Charge ... +1
HOMO level ... -14.549 eV
LUMO energy ... -5.48 eV

Structure (XYZ):
```
13
Properties=species:S:1:pos:R:3:lowdin_charge:R:1
C -0.002 1.198 0.656 -0.134
C -0.409 0.590 1.816 0.127
C 0.825 0.738 -1.511 0.168
N 0.265 0.372 -0.426 -0.014
H 0.061 2.270 0.470 0.131
H 0.018 -0.442 1.895 0.097
H -0.777 1.133 2.656 0.072
H 1.137 0.076 -2.225 0.079
H 0.801 1.838 -1.956 0.178
H -0.271 -0.564 -0.458 0.129
H -0.884 -2.614 0.383 0.125
H -0.579 -2.417 -1.097 0.112
O -0.185 -2.179 -0.204 -0.070
```

Model 2:
This record from the OMol25 dataset describes 2 unconnected molecules or ions with the total composition C3H8NO. The level of theory is wB97M-V/def2-TZVPD.

## Properties
Charge ... +1
HOMO level ... -13.795 eV
LUMO energy ... -5.32 eV

Structure (XYZ):
```
13
Properties=species:S:1:pos:R:3:lowdin_charge:R:1
C 0.509 -1.542 -1.096 0.167
N 1.455 -0.733 -0.702 0.208
H 0.534 -2.581 -0.899 0.113
H -0.481 -1.332 -1.480 0.117
H 1.545 0.275 -0.864 0.149
H 2.191 -1.155 -0.182 0.140
C -0.336 1.913 0.320 0.022
C -0.620 0.879 1.116 -0.205
O -1.048 -0.293 0.406 -0.177
H 0.091 2.789 0.726 0.048
H -0.676 2.027 -0.759 0.107
H -0.417 0.615 2.138 0.114
H -1.911 -0.662 0.941 0.199
```

Model 3:
This record from the OMol25 dataset describes 2 unconnected molecules or ions with the total composition C3H8NO. The level of theory is wB97M-V/def2-TZVPD.

## Properties
Charge ... +1
HOMO level ... -14.257 eV
LUMO energy ... -5.54 eV

Structure (XYZ):
```
13
Properties=species:S:1:pos:R:3:lowdin_charge:R:1
C 2.742 0.090 1.111 0.199
N 1.799 -0.223 0.257 0.189
H 2.485 0.722 1.987 0.140
H 3.737 -0.198 1.018 0.095
H 0.868 -0.059 0.620 0.099
H 1.946 -0.722 -0.640 0.174
O -0.594 -0.781 -0.409 -0.027
C -1.618 -0.243 -0.835 -0.213
C -2.326 0.962 -0.219 -0.035
H -2.015 -0.674 -1.702 0.102
H -2.717 0.730 0.810 0.106
H -3.214 1.349 -0.863 0.119
H -1.710 1.809 -0.096 0.052
```

Model 4:
This record from the OMol25 dataset describes 2 unconnected molecules or ions with the total composition C3H8NO. The level of theory is wB97M-V/def2-TZVPD.

## Properties
Charge ... +1
HOMO level ... -15.077 eV
LUMO energy ... -4.47 eV

Structure (XYZ):
```
13
Properties=species:S:1:pos:R:3:lowdin_charge:R:1
C 2.268 -1.675 -0.107 -0.008
C -1.701 -0.138 0.825 0.163
C -0.595 1.552 -0.533 -0.043
N -0.736 0.375 0.210 -0.052
O 1.560 -0.731 0.120 -0.004
H 1.810 -2.479 -0.669 0.098
H 3.353 -1.709 -0.073 0.108
H 0.144 -0.165 0.125 0.064
H -2.695 0.315 0.846 0.125
H -1.678 -1.169 1.267 0.143
H -1.583 2.160 -0.795 0.154
H -0.155 2.232 0.243 0.130
H 0.010 1.431 -1.459 0.122
```

Least stable: model 2